Record 1
This record from OMol25 describes a structure of composition C16H42As2F15N6O14 in a non-equilibrium geometry. The level of theory is ωB97M-V/def2-TZVPD.

As for the expectation value of S²: 0.751. Its spin multiplicity is 2. The frontier orbital gap (spin up / spin down) is 1.02 / 2.76 eV. Its total charge is -4.

Positions of all 95 atoms, in Å:
C  2.79697  0.57753  1.81610
C  1.87608  0.09842  0.70141
C  0.54925  0.92623  0.53061
O  -0.17586  0.36613  -0.56831
C  -1.57395  0.72461  -0.60167
N  2.51708  -0.04798  -0.70712
H  1.78258  -0.17955  -1.38778
H  2.79394  0.80520  -1.17137
H  3.14083  -0.81638  -0.90864
H  2.36598  0.30867  2.78050
H  2.90991  1.66066  1.76936
H  3.81487  0.22086  1.65876
H  1.54940  -0.91244  0.94542
H  0.74328  1.97416  0.30192
H  -0.01115  0.88518  1.46461
H  -1.65824  1.57626  -1.27671
H  -1.98136  1.20749  0.28656
H  -2.11431  -0.06685  -1.12100
C  -1.16550  -3.72080  -1.12622
C  -0.46720  -3.99417  0.25734
C  -0.93492  -2.91169  1.31364
O  -2.33187  -2.88518  1.39843
C  -2.95030  -2.16033  2.50840
N  -0.73246  -5.43256  0.73634
H  -1.71820  -5.64993  0.77061
H  -0.30665  -6.17068  0.19417
H  -0.43568  -5.62008  1.68337
H  -0.67921  -4.35267  -1.86942
H  -1.05501  -2.64072  -1.22281
H  -2.22575  -3.92556  -1.27478
H  0.61761  -3.95428  0.15895
H  -0.44561  -2.01167  0.94131
H  -0.42407  -2.98667  2.27359
H  -3.97225  -1.85512  2.28348
H  -2.40241  -1.31594  2.92665
H  -3.16323  -2.83908  3.33426
C  0.90088  5.28872  2.70802
C  0.26559  5.74797  1.33552
C  -0.96059  4.88791  1.13583
O  -1.77829  5.35621  0.10244
C  -2.50093  4.50160  -0.75343
N  -0.07351  7.22165  1.34488
H  -0.77039  7.29907  0.61793
H  -0.52165  7.44472  2.22210
H  0.66609  7.87737  1.13723
H  1.74328  5.86830  3.08559
H  1.33975  4.29375  2.63380
H  0.14235  5.28204  3.49077
H  0.94453  5.61995  0.49246
H  -1.57046  4.69973  2.01944
H  -0.58952  3.88289  0.93496
H  -3.18819  5.22571  -1.19096
H  -3.08705  3.74563  -0.23087
H  -1.97704  3.94608  -1.53126
N  -3.82223  2.94428  -4.18026
O  -4.90531  3.38640  -4.37159
O  -3.64303  2.36920  -3.14479
O  -2.95202  3.10912  -5.07606
N  2.88154  3.85448  -0.98181
O  2.31235  4.54588  -1.78436
O  3.08186  4.35751  0.11352
O  3.34898  2.72848  -1.23629
N  -4.51970  -1.68993  -1.74575
O  -4.08014  -0.90917  -2.63806
O  -4.46860  -2.82998  -2.00544
O  -4.90611  -1.17749  -0.69857
As  2.05859  0.16835  -4.61215
F  1.60732  -1.06481  -3.42121
F  2.99198  -1.07265  -5.51526
F  2.68817  1.42983  -5.75141
F  1.02950  1.35228  -3.66897
F  3.46043  0.56015  -3.52580
F  0.50565  -0.13578  -5.61405
As  -5.04996  1.86043  2.75187
F  -4.23524  3.26653  3.43359
F  -6.20065  2.96495  1.97622
F  -5.94401  0.43836  1.96560
F  -3.97270  0.63679  3.55560
F  -6.15265  1.79064  4.17645
F  -3.97626  1.81347  1.31318
C  4.27400  -3.74424  -0.37899
O  4.40933  -5.11700  -0.59474
O  3.21305  -3.25644  -1.14380
C  4.22162  -3.47336  1.12008
F  4.40695  -2.13461  1.44908
F  3.01776  -3.79592  1.60807
F  5.17501  -4.19692  1.77429
C  3.36369  -6.05276  -0.25245
C  4.06644  -7.39622  -0.29493
H  4.46116  -7.62959  -1.28379
H  4.70719  -7.37892  0.58668
H  3.38230  -8.23535  -0.16883
H  2.60367  -5.99413  -1.03157
H  2.81553  -5.99889  0.68814
H  5.22711  -3.36331  -0.74582

***

Record 2
This record from OMol25 describes a structure of composition C16H42AsN4RhSi2. The level of theory is ωB97M-V/def2-TZVPD.

As for the expectation value of S²: 6.010. Its spin multiplicity is 5. The frontier orbital gap (spin up / spin down) is 8.70 / 7.49 eV. The calculation puts the relative energy (zero: lowest compared OMol25 entry of this formula, charge and spin) at 0.00 kcal per mole. Its total charge is +2.

Positions of all 66 atoms, in Å:
Rh  -0.14326  0.75135  0.08460
C  -2.62130  3.50709  0.56241
C  -1.14942  3.93198  0.72000
N  -0.13142  3.14695  -0.02113
C  1.21852  3.64201  0.34084
C  2.31184  2.69611  -0.12034
N  2.03586  1.29660  0.25962
C  2.63814  0.76370  1.50322
C  2.15211  1.32917  2.83234
C  0.65771  1.55730  3.05927
N  -0.28960  0.65621  2.36452
C  -1.67680  1.05173  2.72903
C  -2.70624  0.57839  1.71698
N  -2.35158  0.98287  0.33684
C  -2.95322  2.22999  -0.19098
H  -3.16413  4.29734  0.04131
H  -3.07887  3.47018  1.55298
H  -0.86426  3.87398  1.77008
H  -1.04652  4.98640  0.44754
H  -0.26460  3.32080  -1.01548
H  1.24735  3.75526  1.42372
H  1.39565  4.63798  -0.07580
H  3.28103  3.02795  0.26320
H  2.37855  2.72139  -1.21086
H  2.42855  0.71918  -0.47707
H  3.72568  0.88499  1.46195
H  2.44003  -0.31096  1.47014
H  2.64472  2.28271  3.03684
H  2.53935  0.64989  3.59478
H  0.38494  2.55833  2.73207
H  0.46078  1.53362  4.13600
H  -0.12958  -0.30177  2.66454
H  -1.68706  2.13921  2.79149
H  -1.93585  0.68197  3.72451
H  -3.69974  0.94348  1.99233
H  -2.75477  -0.51017  1.72829
H  -2.67409  0.24185  -0.28072
H  -4.04260  2.12484  -0.20779
H  -2.62978  2.30136  -1.23239
C  -2.55582  -3.02891  0.63256
Si  -1.17597  -3.48956  -0.54135
C  -1.81301  -3.73797  -2.27827
C  -0.15087  -4.90471  0.10230
As  0.31995  -1.60245  -0.64237
Si  1.77174  -1.90614  -2.53663
C  3.24525  -0.76778  -2.31955
C  0.74095  -1.40253  -4.00940
C  2.31262  -3.68854  -2.58834
H  -3.22318  -3.88308  0.76712
H  -3.16831  -2.21277  0.24426
H  -2.17769  -2.76237  1.62069
H  -2.52440  -4.56862  -2.26321
H  -1.02954  -3.99975  -2.98822
H  -2.34443  -2.86405  -2.65661
H  -0.77064  -5.80446  0.13326
H  0.20640  -4.71996  1.11588
H  0.70849  -5.12078  -0.53159
H  3.01138  0.27159  -2.56329
H  4.01781  -1.07107  -3.03072
H  3.70085  -0.82532  -1.32904
H  0.30531  -0.40797  -3.89042
H  -0.06908  -2.10375  -4.21136
H  1.37844  -1.37068  -4.89663
H  2.84686  -3.97897  -1.68273
H  3.00319  -3.81714  -3.42567
H  1.48760  -4.38348  -2.73952

***

Q: Among the records above, which one has the highest total charge?
A: C16H42AsN4RhSi2

***

Q: Look up the total charge of the second one.
A: +2

***

Q: Which of these has the lowest total charge?
A: C16H42As2F15N6O14